# 1
The following is a quantum chemistry calculation of a molecular structure, C2H3Cl4O2V, from the OMol25 dataset.

Computed properties:
Charge: -3
⟨S²⟩: 3.76
Orbital gap (spin up / spin down): 3.89 / 5.89 eV
LUMO level (spin up / spin down): 7.86 / 7.85 eV
Total energy: -81996.7575 eV
Highest occupied orbital energy (spin up / spin down): 3.97 / 1.96 eV
2S+1: 4

Positions of all 12 atoms, in Å:
C  0.6510  -0.0474  -0.5941
O  0.3510  0.9193  0.0861
H  2.0270  -1.0513  -1.9533
C  1.9210  -0.1144  -1.4063
H  2.7967  -0.0177  -0.7644
Cl  -2.9403  -1.8223  1.0104
Cl  -2.7688  1.5336  -0.6673
H  1.8908  0.6615  -2.1712
Cl  0.2690  -0.7453  2.9568
O  -0.2200  -0.8971  -0.4438
Cl  -2.5339  1.4604  2.8792
V  -1.4436  0.1208  1.0679

Cartesian forces (eV/Å) of the 2 atoms listed first:
C -1.497 0.020 1.384
O 2.546 5.906 1.296

Atomic partial charges in e from the Löwdin method, atoms 1 to 8: -0.81 -0.17 0.05 -0.02 0.06 -0.41 -0.47 0.06

---

# 2
The following is a quantum chemistry calculation of 12 unconnected molecules or ions with the total composition C17H58N4O12, from the OMol25 dataset.

Computed properties:
SMILES: NC(N)=O.NC(N)=O.CCO.CCO.CCO.CCO.CCO.CO.CO.CO.CO.CO
Orbital gap: 8.92 eV
LUMO level: -0.22 eV
Total energy: -49093.9949 eV
Energy relative to the best compared isomer or geometry (same formula, charge and spin): 177.2 kcal/mol
Highest occupied orbital energy: -9.14 eV

Positions of all 91 atoms, in Å:
H  -0.2974  4.5915  1.0815
C  -3.4531  0.8955  -0.4508
C  -1.7032  2.3011  2.5271
C  2.3912  -0.8470  3.2121
H  -0.8393  -0.4578  -0.8792
H  2.7071  -1.8073  2.8417
H  -0.1269  -4.5589  -1.7147
H  0.3110  -2.4351  1.2374
H  -4.3823  -0.8396  0.2523
C  0.9017  -0.9277  3.6502
H  0.7761  3.0877  1.8471
H  -1.4486  3.2760  2.1768
N  1.1456  2.6666  4.1341
O  2.9865  -1.6849  0.3577
H  -0.8777  1.5690  2.2525
N  -4.3442  0.9922  -1.3665
H  4.9548  2.7270  0.6266
H  1.0992  4.7732  -1.0292
C  -0.5772  -2.8475  0.8886
H  -0.5466  -3.7016  0.1887
H  -1.0517  -2.0475  0.3103
H  0.1282  -1.3704  -3.1418
O  -1.4985  -3.1302  1.8717
H  -1.7512  4.3049  0.0867
O  -2.3566  0.7159  -3.8460
H  -2.2928  -4.6811  -3.4113
H  -2.3979  -1.8633  -2.9000
H  2.3492  -0.1517  2.4048
H  -3.8788  -3.7726  -3.6574
H  2.9324  3.6737  -1.2095
C  0.7131  -5.2265  -2.0261
H  1.5261  -5.0622  -0.0090
C  1.9264  -4.9549  -1.0950
H  -2.6938  2.0316  2.2352
O  0.7875  0.0552  4.7218
H  1.7551  -0.8195  -2.5617
O  0.2713  2.9627  -0.6048
H  -1.3867  2.4025  -4.7914
H  0.5598  -1.8668  3.9768
C  2.1297  2.6433  3.2846
H  -1.4487  -2.4423  2.5314
H  0.9422  0.9699  0.1336
H  4.0473  0.0640  0.7770
H  0.8080  0.9962  4.3553
N  -3.6558  -0.1409  0.3064
C  0.1546  -0.1021  -1.2783
H  4.3529  2.5283  -1.4547
H  -3.1999  1.0215  -3.6039
H  2.9092  2.0290  -0.6049
C  0.7475  -1.1435  -2.2592
H  2.7310  -5.6798  -1.1752
H  0.2301  -0.5153  2.9421
H  -1.8614  -2.9700  -1.6493
H  -4.1195  1.8055  -1.9879
C  4.0844  -0.7818  0.1295
H  -2.1902  3.3404  4.0124
O  0.3833  -6.5714  -1.8017
H  2.4273  -3.9797  -1.0901
C  -0.8164  4.7609  0.1300
H  -0.4122  1.4400  -3.7513
H  -0.4757  -6.4565  -1.4076
C  -1.4274  1.8303  -3.9125
H  -3.7380  -4.6869  -2.1929
H  -1.0003  5.8191  0.1550
H  5.0084  -1.3005  0.2208
H  -0.5498  2.5658  -0.4888
O  -3.8364  -2.1958  -1.5137
H  1.5363  2.6654  5.1517
H  2.1989  -1.1304  0.1822
C  0.1293  4.2881  -1.0042
N  1.7024  2.7097  2.0260
H  -3.0628  -0.3348  1.1147
H  0.1790  2.8279  4.1054
H  4.0676  -0.3579  -0.9446
C  -2.7406  -2.7116  -2.2325
H  -3.5876  -1.3013  -1.3239
H  -0.3741  4.4284  -1.9455
H  0.8219  -2.1365  -1.8398
O  4.2019  3.2913  0.3641
O  0.9574  0.0758  -0.1507
O  3.4381  2.6467  3.5892
O  -1.7365  2.5470  3.8924
O  -2.3467  1.6864  -0.2914
C  -3.1186  -4.0684  -2.9616
H  2.9561  -0.4997  3.9851
H  0.1183  0.8656  -1.7750
H  0.9652  -4.9721  -3.0448
H  -5.2765  0.5789  -1.4290
H  -1.6688  2.5080  -3.0997
H  2.5428  2.7158  1.4063
C  3.5547  2.8574  -0.7677

Cartesian forces (eV/Å) of the 2 atoms listed first:
H -0.273 -0.204 -0.219
C 6.349 2.766 2.529

Atomic partial charges in e from the Löwdin method, atoms 1 to 8: 0.06 -0.62 -0.15 -0.04 0.09 0.07 0.08 0.06

---

# 3
The following is a quantum chemistry calculation of a gas-phase ion, C2H5N2Si (charge +1), from the OMol25 dataset.

Computed properties:
Charge: +1
Orbital gap (spin up / spin down): 6.94 / 5.73 eV
LUMO level (spin up / spin down): -5.71 / -6.15 eV
Total energy: -13001.4036 eV
Energy relative to the best compared isomer or geometry (same formula, charge and spin): 80.8 kcal/mol
Highest occupied orbital energy (spin up / spin down): -12.65 / -11.88 eV

Positions of all 10 atoms, in Å:
C  0.6462  1.0126  0.1339
N  -0.7111  0.7751  0.1869
H  2.7767  -1.5740  -0.3874
N  1.4256  0.0153  -0.0752
Si  -1.6851  -0.5988  0.0725
H  -1.3102  1.6027  0.2405
H  -1.5596  -1.8594  0.6195
H  -2.7973  -0.4388  -0.7635
H  1.1030  2.0034  -0.1835
C  2.1118  -0.9382  0.1563

Cartesian forces (eV/Å) of the 2 atoms listed first:
C 0.107 2.131 -1.100
N -0.372 0.186 -0.247

Atomic partial charges in e from the Löwdin method, atoms 1 to 8: -0.22 -0.13 0.09 -0.01 0.93 0.11 -0.09 -0.07

---

# 4
The following is a quantum chemistry calculation of a molecular structure, C20H41N2P3STi, from the OMol25 dataset.

Computed properties:
Charge: +4
Orbital gap (spin up / spin down): 3.83 / 3.80 eV
LUMO level (spin up / spin down): -16.51 / -16.53 eV
Total energy: -86158.2362 eV
Energy relative to the best compared isomer or geometry (same formula, charge and spin): 0.0 kcal/mol
Highest occupied orbital energy (spin up / spin down): -20.34 / -20.33 eV

Positions of all 68 atoms, in Å:
H  0.3677  -2.2702  6.0159
N  0.6495  -2.5706  2.7894
P  2.2815  1.2358  0.7852
C  2.2516  3.0093  0.2743
H  -3.4277  1.7621  0.1542
H  -2.0139  3.2730  0.5833
C  -2.5081  -1.8610  -0.7296
H  -0.4748  -2.8750  -5.0233
H  -3.5696  -2.1460  -0.8044
H  3.2526  3.3198  -0.0581
P  -2.2725  -0.4118  0.3703
H  -0.1156  3.4624  4.1105
Ti  0.1225  -0.1337  1.0219
H  3.4945  0.1741  2.6042
H  1.5641  3.1027  -0.5743
C  1.3084  -3.5259  -6.4558
H  4.4240  1.0770  -0.3877
H  -2.2887  2.7115  3.9477
H  -2.5166  1.2846  -1.3022
C  0.1357  0.3725  -4.1023
H  -3.0937  1.6976  2.7161
C  -3.4747  -0.8540  1.7192
H  1.9226  3.6912  1.0685
H  2.6964  1.6414  3.1882
H  -0.3189  3.8251  0.6205
H  0.9909  -4.1853  4.1687
H  1.2818  3.2952  3.0150
C  -1.1666  3.5062  1.2398
C  0.7353  -3.1467  4.0054
C  0.4451  2.7553  3.4793
H  -0.3406  -0.5685  -5.9819
P  -0.7013  2.0367  2.2412
H  0.4728  -3.2627  -2.7666
C  -2.1772  1.8216  3.3088
C  3.4872  0.5029  -0.3834
H  0.8425  1.9583  4.1258
C  0.4128  -2.1558  4.9301
H  -4.4628  -0.3863  1.5804
C  -0.1671  -0.7163  -4.9302
C  0.3194  -2.2420  -3.1317
H  0.8374  -3.0507  1.9171
H  0.5205  -4.2555  -6.2125
H  -3.6208  -1.9415  1.7708
C  0.1504  -1.0042  4.1869
H  -1.9368  -2.7085  -0.3259
H  -2.1173  -1.6351  -1.7306
H  -0.1217  -0.0439  4.5784
H  0.0232  1.3833  -4.4936
H  2.3273  -3.7976  -6.1748
H  -3.0909  -0.5347  2.6947
H  -0.0723  -2.1224  -7.2133
C  -3.1861  0.9219  -0.5134
H  -2.0490  0.9422  3.9583
H  0.8659  0.9928  -2.1485
H  1.6963  -1.5633  -7.2267
H  3.0779  0.4875  -1.4008
C  -0.1836  -2.0264  -4.4041
H  -4.1087  0.5442  -0.9793
C  0.6246  -1.1625  -2.2757
N  0.2921  -1.2563  2.8437
C  3.2578  1.2182  2.3506
C  0.9777  -2.3517  -7.0012
H  3.7013  -0.5329  -0.0866
C  0.5763  0.1529  -2.7917
H  -0.5828  0.6535  -0.2652
H  4.2034  1.7782  2.2461
H  -1.4515  4.3295  1.9119
S  1.0206  -1.6213  -0.6468

Cartesian forces (eV/Å) of the 2 atoms listed first:
H 0.050 0.097 -0.522
N 0.226 -0.974 0.303

Atomic partial charges in e from the Löwdin method, atoms 1 to 8: 0.15 0.00 0.76 -0.22 0.05 0.04 -0.23 0.12

---

# 5
The following is a quantum chemistry calculation of 2 unconnected molecules or ions with the total composition C4H12N5, from the OMol25 dataset.

Computed properties:
Charge: +1
Orbital gap: 9.37 eV
LUMO level: -3.47 eV
Total energy: -11782.2143 eV
Energy relative to the best compared isomer or geometry (same formula, charge and spin): 87.2 kcal/mol
Highest occupied orbital energy: -12.84 eV

Positions of all 21 atoms, in Å:
C  -1.3956  -0.3767  0.6639
H  1.2840  0.6289  0.6486
H  -4.1701  -0.5022  2.4209
N  -0.0252  -0.1733  -1.1562
N  -2.5018  -0.3364  1.0773
H  -0.8433  -1.9037  -1.7846
H  -4.3620  -1.0491  0.7810
N  2.2182  1.4131  -1.0602
N  -0.2534  -0.1631  0.2643
N  2.1896  1.2051  0.3036
H  -3.2648  -2.0037  1.9396
C  0.2115  -1.4565  -1.7015
H  1.4400  1.0374  -1.5086
H  0.7395  -1.3566  -2.6660
C  2.9499  1.7854  1.1275
H  2.9357  2.2005  -1.2905
H  0.7252  -2.1116  -0.9975
H  2.8232  1.5694  2.1361
C  -3.6005  -1.1089  1.6015
H  -0.9231  0.3040  -1.5555
H  3.8233  2.3981  0.7561

Cartesian forces (eV/Å) of the 2 atoms listed first:
C -1.835 0.038 0.713
H 1.311 0.644 -0.824

Atomic partial charges in e from the Löwdin method, atoms 1 to 8: -0.20 0.17 0.13 -0.20 0.10 0.11 0.11 0.10

---

| no. | F_max (eV/A) |
| --- | --- |
| 1 | 6.561 |
| 2 | 7.414 |
| 3 | 2.401 |
| 4 | 2.759 |
| 5 | 5.853 |